This record from the Open Molecules 2025 dataset describes a structure of composition C7H4BBrF4HgO2 in a non-equilibrium geometry. The level of theory is ωB97M-V/def2-TZVPD.

Net charge = -1
Multiplicity = 2
Molar mass = 487.405 g/mol
HOMO level (alpha / beta) = -7.11 / -6.27 eV

CARTESIAN COORDINATES (ANGSTROEM)
Hg  -1.80  -2.69  0.42
F  -1.19  -1.90  3.05
B  -1.15  -1.98  4.47
F  -0.47  -0.85  4.91
F  -2.44  -1.99  4.95
F  -0.48  -3.12  4.83
Br  -1.13  3.96  -2.94
C  -0.27  2.42  -2.23
C  -0.98  1.60  -1.37
C  -0.37  0.45  -0.90
C  0.92  0.15  -1.28
C  1.64  1.00  -2.10
C  1.03  2.15  -2.60
C  1.64  -1.21  -0.84
O  2.84  -1.05  -0.76
O  0.88  -2.15  -0.72
H  -1.98  1.86  -1.07
H  -0.91  -0.22  -0.23
H  2.66  0.77  -2.35
H  1.58  2.81  -3.25